C5H7N3 | ωB97M-V/def2-TZVPD

Computed properties:
Spin multiplicity ... 1
HOMO level ... -9.331 eV
Structure (SMILES) ... C=CC#N.CN=C=N
Kohn-Sham gap ... 9.8 eV

Each line ends with the Löwdin charge.
Element x y z (Å)
C  2.20216  -0.07206  -1.63912  0.0251
C  1.01847  -0.55998  -1.25810  -0.1766
C  -0.27571  0.16587  -1.42589  -0.2682
N  -1.10684  0.40059  -2.22202  0.1519
H  2.37937  0.81269  -2.23575  0.0657
H  3.15376  -0.55763  -1.47941  0.0566
H  0.98026  -1.54409  -0.80144  0.0743
C  -1.29149  1.40105  1.78453  -0.0938
N  -0.73037  0.44483  0.85852  -0.0019
C  -0.61472  -0.78549  1.02280  -0.3168
N  -0.80303  -1.97969  0.99924  0.1715
H  -1.88672  2.12128  1.22274  0.0809
H  -1.95411  0.93256  2.51644  0.0787
H  -0.50249  1.85846  2.38141  0.0756
H  -0.56855  -2.63840  0.27604  0.0768

C5H7N3 | ωB97M-V/def2-TZVPD

Computed properties:
Spin multiplicity ... 1
HOMO level ... -9.288 eV
Structure (SMILES) ... C1=NCC2=NCCN12
Kohn-Sham gap ... 10.2 eV

Each line ends with the Löwdin charge.
Element x y z (Å)
C  1.47291  -0.96960  0.02434  -0.1752
N  2.41273  -0.03469  0.13521  0.0456
C  1.65246  1.19095  -0.09086  -0.1838
C  0.07635  0.90801  -0.22796  -0.2632
N  -1.03421  1.43642  0.21313  0.1426
C  -1.92560  0.24908  -0.10776  -0.2338
C  -1.01921  -0.92682  0.09910  -0.1852
N  0.31562  -0.51054  -0.54434  -0.0225
H  1.90155  -1.84857  0.34181  0.1009
H  1.81126  1.73936  -1.12029  0.1376
H  1.85966  2.00375  0.73905  0.1370
H  -2.83827  -0.01240  0.63952  0.1495
H  -2.57669  -0.11748  -0.85857  0.0823
H  -0.75296  -1.23279  1.18926  0.1417
H  -1.35560  -1.87468  -0.43162  0.1265

C5H7N3O | ωB97M-V/def2-TZVPD

Computed properties:
Spin multiplicity ... 1
HOMO level ... -7.104 eV
Structure (SMILES) ... [H]/N=c1\[nH]cc2n1C[C@@H]2O
Kohn-Sham gap ... 7.8 eV

Each line ends with the Löwdin charge.
Element x y z (Å)
H  3.44321  -1.02642  -0.68692  0.0301
N  2.48313  -1.28884  -0.49847  0.0972
C  1.66825  -0.37892  -0.17457  -0.3864
N  1.82327  1.07321  0.00250  0.0659
C  0.58801  1.69911  -0.07123  -0.0791
C  -0.34678  0.71767  0.05628  -0.1816
N  0.28541  -0.48811  0.13210  0.0132
C  -0.94446  -1.29988  0.36120  -0.0081
C  -1.72769  0.07667  0.23365  -0.2438
O  -2.60168  0.14534  -0.86454  0.0170
H  2.71399  1.57830  0.01823  0.1441
H  0.45795  2.77530  0.04034  0.1079
H  -0.96234  -1.87024  1.30234  0.1125
H  -1.18422  -2.06499  -0.39716  0.1193
H  -2.22880  0.36555  1.14137  0.1343
H  -3.46726  -0.01376  -0.59510  0.0576

C5H7N3O | ωB97M-V/def2-TZVPD

Computed properties:
Spin multiplicity ... 1
HOMO level ... -8.683 eV
Structure (SMILES) ... CC(=O)Nc1ncc[nH]1
Kohn-Sham gap ... 9.3 eV

Each line ends with the Löwdin charge.
Element x y z (Å)
C  3.23533  -0.35427  0.26092  0.0474
C  1.77049  0.13208  -0.14049  -0.4453
O  1.53570  1.17609  -0.75981  0.0268
N  0.74933  -0.69000  0.22946  0.1168
C  -0.55815  -0.39165  0.10878  -0.4482
N  -1.45577  -1.19135  -0.37040  0.1173
C  -2.67993  -0.46034  -0.33972  -0.0835
C  -2.48388  0.80148  0.25212  -0.0582
N  -1.09948  0.83655  0.54457  0.0809
H  3.38634  -0.39160  1.29132  0.0683
H  3.92781  0.20561  -0.42720  0.1210
H  3.22504  -1.19013  -0.09163  -0.0398
H  1.14882  -1.33617  0.96239  0.1807
H  -3.47657  -0.97243  -0.54095  0.0270
H  -3.17432  1.46087  0.46112  0.0409
H  -0.38444  1.76485  0.74839  0.2479

C5H7N3O | ωB97M-V/def2-TZVPD

Computed properties:
Spin multiplicity ... 1
HOMO level ... -8.694 eV
Structure (SMILES) ... [H]/N=C(/O)c1c[nH]c(C)n1
Kohn-Sham gap ... 9.3 eV

Each line ends with the Löwdin charge.
Element x y z (Å)
H  1.60311  -1.96172  -0.39231  0.0457
N  2.26893  -1.19338  -0.34051  0.1162
C  1.75330  -0.17803  0.28414  -0.4502
O  2.57391  0.86112  0.16896  -0.0177
C  0.32803  0.17050  0.19074  -0.2360
C  -0.24984  1.41145  0.05558  -0.0291
N  -1.59353  1.17325  0.05311  0.0896
C  -1.79171  -0.17678  0.06290  -0.3908
C  -3.14235  -0.80167  0.01713  -0.0199
N  -0.63894  -0.80637  0.10786  0.1489
H  3.23294  0.37130  -0.58790  0.2126
H  0.16938  2.40768  -0.03988  0.1256
H  -2.31956  1.87688  0.00358  0.1606
H  -3.67269  -0.52363  -0.90477  0.0801
H  -3.03683  -1.89134  0.04976  0.0834
H  -3.75488  -0.47705  0.87010  0.0809

C5H7N3OS | ωB97M-V/def2-TZVPD

Computed properties:
Spin multiplicity ... 1
HOMO level (alpha / beta) ... -8.661 / -8.660 eV
Kohn-Sham gap (alpha / beta) ... 8.7 / 8.7 eV

Each line ends with the Löwdin charge.
Element x y z (Å)
C  -1.31373  -1.05245  2.05135  -0.1959
C  -2.08587  -0.07777  2.49986  -0.2886
C  -0.62985  -0.68827  -0.23267  -0.3848
C  0.68160  1.12525  0.60834  -0.2335
C  -1.01179  -1.31075  -1.62335  -0.0253
N  -1.33713  -1.17556  0.67234  0.0717
N  0.48746  0.16468  -0.23535  0.1086
N  1.90518  1.48487  1.07646  0.1344
O  -1.46955  2.32925  3.09099  -0.6392
S  -2.64551  1.46932  2.85945  0.8420
H  -0.77739  -1.86098  2.54978  0.1216
H  -0.14660  1.72924  1.02597  0.1188
H  -1.36260  -2.36444  -1.65235  0.0816
H  -0.11569  -1.36457  -2.18987  0.0434
H  -1.75830  -0.76246  -2.15966  0.0586
H  1.98064  2.45854  1.32967  0.1027
H  2.76221  1.05422  0.88300  0.0839

C5H7N3OS | ωB97M-V/def2-TZVPD

Computed properties:
Spin multiplicity ... 1
HOMO level (alpha / beta) ... -7.806 / -7.806 eV
Kohn-Sham gap (alpha / beta) ... 8.3 / 8.3 eV

Each line ends with the Löwdin charge.
Element x y z (Å)
C  -2.63321  0.29339  0.68816  -0.2045
C  -3.08586  1.63273  -0.84489  -0.1854
C  1.71043  -0.04339  -0.32787  -0.1173
C  0.91751  -0.70727  0.81169  -0.1671
C  0.92651  -0.95874  -1.20715  -0.0899
N  -1.62150  1.08506  0.57678  0.0301
N  -1.91145  1.94942  -0.41752  0.0431
N  0.25382  -1.51213  -0.22852  -0.6669
O  -3.60526  0.58702  -0.18736  0.0722
S  -0.89883  -2.64232  -0.10615  0.5007
H  -2.74166  -0.52211  1.37306  0.1150
H  1.49505  1.01525  -0.46507  0.1081
H  2.78676  -0.19916  -0.31327  0.1055
H  1.48060  -1.31932  1.51491  0.1214
H  0.21744  -0.05372  1.32989  0.0858
H  -3.62203  2.11781  -1.63402  0.1286
H  0.86162  -1.14948  -2.26042  0.1206

C5H7N3S | ωB97M-V/def2-TZVPD

Computed properties:
Spin multiplicity ... 1
HOMO level (alpha / beta) ... -6.952 / -7.666 eV
Kohn-Sham gap (alpha / beta) ... 6.9 / 7.3 eV

Each line ends with the Löwdin charge.
Element x y z (Å)
C  -0.54397  1.99542  -0.07714  -0.0407
C  -1.86705  1.41110  0.33169  -0.1018
C  0.36445  1.07012  -0.29854  -0.1330
C  -0.50334  -1.37421  0.02862  -0.2512
C  0.93894  -1.18227  -0.58325  -0.1969
N  -2.16476  0.24565  -0.07447  -0.0247
N  -1.48713  -0.64375  -0.67861  0.0032
N  1.22099  0.17279  -0.11630  -0.4342
S  3.02418  0.35242  0.29018  0.7491
H  -0.65773  2.96411  -0.30054  0.0468
H  -2.53938  1.95381  0.79453  0.0544
H  -0.64962  -2.40736  -0.09329  0.0763
H  -0.58404  -1.12780  1.16725  0.1553
H  1.71201  -1.94986  -0.06947  0.1392
H  0.80429  -1.10081  -1.69903  0.1332
H  2.93216  -0.37936  1.37839  -0.1749

E_tot (computed, eV): -9765.0693, -9764.5191, -11813.7580, -11814.1532, -11815.3923, -22647.6716, -22648.4676, -20596.8508
Relative energy (zero: lowest compared OMol25 entry of this formula, charge and spin) (computed, eV): 4.318, 4.869, 2.632, 2.236, 0.997, 3.991, 3.196, 6.127